Record 1
Here is a cluster of 2 separate species, H4SSi in total from the Open Molecules 2025 dataset. Energies are from wB97M-V/def2-TZVPD.

## Properties
**Largest force on an atom**: 0.07231 hartree/bohr
**HOMO-LUMO gap (spin up / spin down)**: 7.37 / 6.39 eV
**ΔE to the lowest compared entry with this formula, charge and spin**: 361.93 kJ/mol
**HOMO (spin up / spin down)**: -8.879 / -8.404 eV
**Calculated total energy**: -689.932593 Eh
**Lowest unoccupied orbital energy (spin up / spin down)**: -1.507 / -2.010 eV

```
6
Properties=species:S:1:pos:R:3:forces:R:3
Si 0.736 -0.321 -0.048 -1.042 1.131 -2.873
S -2.610 -0.349 0.114 1.879 0.659 0.879
H 0.519 1.064 0.195 0.244 1.083 -0.261
H 0.522 -0.908 1.125 -0.030 -2.151 3.032
H 1.807 -0.727 -1.023 -0.629 0.026 0.401
H -2.231 0.380 1.256 -0.422 -0.747 -1.178
```
Positions in Å, forces in eV/Å.

=====

Record 2
Here is a cluster of 5 separate species, H16N5 in total from the Open Molecules 2025 dataset. Energies are from wB97M-V/def2-TZVPD.

## Properties
**Largest force on an atom**: 0.03535 hartree/bohr
**HOMO-LUMO gap**: 9.84 eV
**ΔE to the lowest compared entry with this formula, charge and spin**: 87.94 kJ/mol
**HOMO**: -12.777 eV
**Net charge**: +1
**Calculated total energy**: -283.153393 Eh
**Lowest unoccupied orbital energy**: -2.941 eV

```
21
Properties=species:S:1:pos:R:3:forces:R:3
N 0.722 0.698 0.282 -0.394 -0.627 -0.868
H 1.344 0.534 -0.531 -0.153 0.278 0.086
H 0.169 1.626 0.328 0.862 0.123 0.555
H -0.037 0.027 0.065 -0.059 -0.484 0.324
H 1.239 0.416 1.116 -0.432 0.284 0.090
N -0.802 2.960 0.812 -0.195 -0.696 0.462
H -0.541 3.857 0.420 -0.357 0.043 0.038
H -0.881 3.036 1.825 0.434 0.267 -0.113
H -1.743 2.680 0.557 -0.038 0.450 -0.514
N -1.429 -1.019 -1.147 1.480 1.036 0.199
H -0.912 -1.825 -1.464 -0.749 -0.747 0.327
H -1.185 -0.346 -1.864 -0.769 0.282 -0.026
H -2.421 -1.090 -0.968 0.205 -0.436 -0.457
N 2.278 -0.600 -2.037 -1.401 -0.125 0.545
H 2.855 0.191 -1.838 0.727 -0.035 -0.567
H 1.824 -0.616 -2.940 0.494 0.206 0.065
H 2.643 -1.500 -1.774 0.359 0.146 -0.078
N -0.620 -2.162 2.392 0.843 -0.399 0.521
H -0.286 -2.225 1.443 -0.575 0.220 -0.116
H -1.390 -1.554 2.587 -0.303 0.189 -0.489
H -0.826 -3.088 2.735 0.020 0.026 0.017
```
Positions in Å, forces in eV/Å.

=====

Record 3
Here is the molecule C17H20N2O6 from the Open Molecules 2025 dataset. Energies are from wB97M-V/def2-TZVPD.

## Properties
**Largest force on an atom**: 0.12376 hartree/bohr
**HOMO-LUMO gap**: 9.16 eV
**ΔE to the lowest compared entry with this formula, charge and spin**: 173.32 kJ/mol
**HOMO**: -8.578 eV
**SMILES string**: CC(C)(C)OC(=O)N1CCC[C@H]1C(=O)Oc1cccc2oc(=O)[nH]c12
**Calculated total energy**: -1220.739795 Eh
**Lowest unoccupied orbital energy**: 0.577 eV

```
45
Properties=species:S:1:pos:R:3:forces:R:3
C -3.104 -1.386 2.779 1.001 0.783 1.739
C -2.418 -0.143 2.117 -1.383 -0.593 -0.357
C -2.863 -0.041 0.668 1.237 -1.089 -1.825
C -2.794 1.137 2.728 -0.125 2.240 0.709
O -0.983 -0.321 2.360 -0.094 -1.241 -0.244
C -0.105 0.262 1.574 1.844 1.694 -0.062
O -0.337 1.234 0.861 -0.170 -0.658 -0.500
N 1.208 -0.149 1.738 1.219 -1.312 0.453
C 1.707 -1.298 2.597 0.317 -0.709 -1.281
C 3.069 -1.728 1.993 -1.987 1.238 -1.392
C 3.542 -0.430 1.394 1.205 1.233 0.916
C 2.376 0.361 0.898 -1.932 1.342 -0.503
C 2.150 0.047 -0.587 -1.992 -4.800 0.240
O 1.976 -1.169 -0.961 0.997 5.321 1.044
O 1.938 1.141 -1.348 0.984 -0.979 2.021
C 1.454 0.824 -2.554 -1.442 -0.339 -3.740
C 2.280 0.321 -3.584 -2.408 0.616 -1.544
C 1.749 0.184 -4.921 -0.595 1.579 0.081
C 0.408 0.665 -5.134 1.106 -1.701 1.228
C -0.461 0.902 -4.058 2.918 -0.436 -2.807
O -1.828 0.969 -4.107 1.173 0.682 0.055
C -2.141 1.176 -2.822 -5.559 -0.733 3.010
O -3.303 1.232 -2.379 2.111 0.203 -1.547
N -1.078 1.128 -2.012 2.254 0.698 -0.984
C 0.066 1.018 -2.803 0.509 -0.752 0.682
H -3.107 -2.156 2.079 -0.153 -1.407 -1.352
H -4.142 -1.154 3.041 0.259 0.069 -0.063
H -2.589 -1.861 3.693 -0.539 1.328 -1.170
H -3.895 -0.351 0.515 0.061 -0.751 0.323
H -2.921 0.934 0.179 0.624 0.267 0.632
H -2.146 -0.657 0.047 -1.139 0.274 0.306
H -3.848 1.500 2.579 0.925 -0.814 0.026
H -2.121 1.931 2.300 -0.673 -0.682 0.631
H -2.604 0.980 3.772 -0.022 0.718 0.897
H 1.085 -2.188 2.542 -0.630 0.399 0.142
H 1.927 -1.073 3.616 -0.569 0.823 0.869
H 2.835 -2.407 1.168 0.502 -0.266 0.319
H 3.797 -2.054 2.691 0.334 -0.812 0.666
H 4.229 -0.627 0.582 0.511 0.317 0.037
H 3.973 0.229 2.192 0.257 -0.790 -0.645
H 2.482 1.498 0.981 -0.158 -1.590 0.122
H 3.278 0.061 -3.386 1.123 -0.177 0.368
H 2.349 -0.100 -5.888 -1.025 0.467 2.439
H 0.025 0.565 -6.100 -0.685 0.057 -1.427
H -1.116 0.994 -1.039 -0.191 0.282 1.486
```
Positions in Å, forces in eV/Å.

=====

Record 4
Here is a structure of composition C9H9INO4 from the Open Molecules 2025 dataset. Energies are from wB97M-V/def2-TZVPD.

## Properties
**Largest force on an atom**: 0.07667 hartree/bohr
**HOMO-LUMO gap**: 7.00 eV
**ΔE to the lowest compared entry with this formula, charge and spin**: 0.00 kJ/mol
**HOMO**: -3.849 eV
**Net charge**: -1
**Calculated total energy**: -1001.776731 Eh
**Lowest unoccupied orbital energy**: 3.148 eV

```
24
Properties=species:S:1:pos:R:3:forces:R:3
C -1.975 -0.941 -1.157 -2.414 0.018 -0.531
C -0.876 2.096 -0.922 -2.231 -0.184 1.325
C -0.988 -1.114 -2.280 0.413 -0.433 -0.238
C -1.085 1.134 0.232 0.086 -0.673 0.036
C 0.240 1.054 0.869 2.095 0.271 2.373
C 0.769 -0.298 1.228 2.984 1.836 1.808
C 1.365 0.423 0.091 -1.461 -0.122 -0.243
C -0.252 0.067 -1.557 -0.610 -1.614 0.413
C 1.655 -0.523 2.483 -1.957 -0.524 -2.256
N -1.212 -0.088 -0.473 2.452 0.449 -0.170
O -0.566 1.417 -2.007 0.944 -0.324 -1.240
O -3.100 -1.303 -0.945 -0.439 -0.505 0.061
O -1.096 3.252 -0.830 0.300 2.035 -0.567
O 1.045 -0.032 -1.211 1.022 0.231 -0.679
I 1.334 -3.222 -0.395 0.134 -0.683 0.014
H -0.529 -2.166 -2.021 -0.105 1.940 -1.354
H -1.421 -0.795 -3.271 0.662 -1.002 0.859
H -1.839 1.245 0.959 -1.198 0.980 0.442
H 0.592 1.753 1.630 -0.650 0.631 -0.634
H 0.113 -1.025 0.977 -1.372 -2.546 -0.502
H 2.315 0.881 0.240 0.679 -0.077 -0.582
H 1.006 -0.499 3.293 -1.131 -0.262 1.857
H 2.408 0.161 2.691 1.382 1.677 -0.190
H 2.097 -1.478 2.378 0.415 -1.120 -0.002
```
Positions in Å, forces in eV/Å.